(1)
A molecular structure, C17H33KN4O7P2 at a distorted geometry, computed with ωB97M-V/def2-TZVPD.

lowest unoccupied orbital energy: 0.222 eV
energy relative to the best compared isomer or geometry (same formula, charge and spin): 35.58 kJ/mol
largest force on an atom: 1.4 eV/A
electronic energy: -73369.1387 eV
charge: 0

Last column: natural (NBO) charge in e.
Positions of all 64 atoms, in Å:
K: -0.1118 0.0848 0.1025  0.890
C: -1.6827 0.5562 -3.4186  -0.628
C: -1.8330 -0.6327 -2.5132  -0.009
C: -0.9340 -1.6931 -2.5755  -0.249
C: -1.0519 -2.7951 -1.7376  -0.009
C: -0.1105 -3.9574 -1.8687  -0.641
C: -2.0854 -2.8088 -0.8030  -0.208
C: -3.0064 -1.7691 -0.7196  0.005
C: -4.1320 -1.8050 0.2721  -0.646
C: -2.8630 -0.6870 -1.5834  -0.236
H: -0.6479 0.6793 -3.7380  0.215
H: -1.9791 1.4735 -2.9101  0.220
H: -2.3010 0.4554 -4.3131  0.219
H: -0.1169 -1.6496 -3.2888  0.207
H: -0.3267 -4.5247 -2.7764  0.220
H: -0.2062 -4.6406 -1.0246  0.213
H: 0.9270 -3.6267 -1.9170  0.234
H: -2.1783 -3.6556 -0.1309  0.202
H: -5.0913 -1.9089 -0.2390  0.220
H: -4.1612 -0.8886 0.8617  0.248
H: -4.0309 -2.6493 0.9544  0.212
H: -3.5500 0.1485 -1.5051  0.214
C: -0.2217 1.5475 4.6562  -0.628
C: -1.0564 0.4555 3.9872  -0.512
O: -1.7654 -0.2760 4.9973  -0.763
P: 0.0584 -0.7494 3.1998  2.384
O: -0.8809 -1.8073 2.4500  -1.022
O: 0.6923 -1.5683 4.3943  -0.986
O: 1.0743 -0.1228 2.3297  -1.145
P: -2.3088 1.1382 2.7734  2.372
O: -1.8417 2.6611 2.4706  -1.021
O: -3.6004 1.1291 3.4984  -1.141
O: -2.0219 0.4193 1.4824  -1.229
H: 0.4175 1.1063 5.4226  0.217
H: -0.8895 2.2600 5.1434  0.217
H: 0.4003 2.0828 3.9415  0.231
H: -2.7066 -0.0542 4.8712  0.515
H: -1.5602 -1.3082 1.9427  0.537
H: 0.0124 -1.8326 5.0333  0.524
H: -2.3412 3.3128 2.9740  0.509
N: 1.8613 0.6763 -1.7589  -0.877
C: 2.7245 1.4926 -0.9005  -0.223
C: 2.1938 2.9109 -0.6731  -0.412
C: 0.9663 3.0789 0.2266  -0.224
N: -0.2922 2.7679 -0.4638  -0.870
H: 2.0841 -0.3111 -1.6455  0.389
H: 1.9829 0.8993 -2.7387  0.357
H: 3.7400 1.5681 -1.3112  0.168
H: 2.8103 0.9891 0.0674  0.201
H: 2.0017 3.3892 -1.6407  0.195
H: 3.0072 3.4879 -0.2214  0.209
H: 0.9391 4.0986 0.6299  0.177
H: 1.0684 2.4142 1.0933  0.199
H: -0.5387 3.4892 -1.1316  0.357
H: -1.0625 2.7584 0.2042  0.385
N: 4.0399 -2.7199 1.0302  -0.517
C: 2.8858 -3.2293 1.5767  -0.088
C: 1.8890 -2.8438 0.7357  -0.096
N: 2.4004 -2.1163 -0.3110  -0.512
C: 3.6907 -2.0649 -0.1011  0.167
H: 4.9710 -2.8046 1.3971  0.420
H: 2.8829 -3.7785 2.4998  0.224
H: 0.8362 -3.0372 0.8508  0.224
H: 4.4202 -1.5708 -0.7219  0.197

(2)
3 unconnected molecules or ions with the total composition C18H40ClN6O7P3 at a distorted geometry, computed with ωB97M-V/def2-TZVPD.

lowest unoccupied orbital energy: -1.959 eV
SMILES: O=C1C=C(O)C(=O)C(O)=C1P(O)Cl.CN(C)P(=O)(N(C)C)N(C)C.CN(C)P(=O)(N(C)C)N(C)C
largest force on an atom: 8.3 eV/A
electronic energy: -82963.1687 eV
charge: 0

Last column: Mulliken charge in e.
Positions of all 75 atoms, in Å:
O: -0.5034 6.2074 -0.2058  -0.536
C: -1.6366 5.5605 -0.5251  0.188
C: -2.2693 4.4318 0.4915  -0.502
C: -3.7549 4.2301 0.4272  0.569
O: -4.3231 3.1879 1.3046  -0.502
C: -4.6578 5.1562 -0.6333  0.273
O: -5.9473 5.4041 -0.3726  -0.527
C: -3.9423 5.7400 -2.0231  0.237
O: -4.7451 6.0604 -3.2131  -0.483
C: -2.4373 5.9043 -1.9292  0.331
P: -1.3972 6.5253 -3.4408  0.245
O: 0.3155 6.4007 -3.1368  -0.448
Cl: -1.7585 5.0463 -4.9687  -0.244
H: -1.5683 3.8153 1.2173  0.347
H: -5.2937 3.0109 1.0877  0.348
H: -4.7834 5.3034 -3.8684  0.370
H: 0.5431 5.4633 -2.8178  0.331
C: -4.7862 -0.5965 0.1625  -0.960
N: -4.3248 -0.3604 -1.1899  0.334
C: -5.4750 -0.3627 -2.0959  -1.165
P: -2.8821 -0.8539 -1.9304  0.947
O: -2.6214 0.5642 -2.4949  -0.870
N: -1.5181 -0.7548 -0.8960  0.304
C: -1.4576 0.2502 0.1614  -1.258
C: -0.2549 -0.7096 -1.6470  -1.033
N: -3.1817 -2.4841 -1.2816  -0.074
C: -2.6500 -3.0033 -0.0217  -0.914
C: -2.9625 -3.4858 -2.3300  -1.083
H: -5.1733 -1.6095 0.3015  0.314
H: -5.5948 0.0998 0.4221  0.337
H: -4.0179 -0.4138 0.9098  0.186
H: -5.8889 -1.3709 -2.2026  0.344
H: -5.1884 -0.0112 -3.0931  0.340
H: -6.2661 0.3097 -1.7463  0.331
H: -1.7729 1.2421 -0.1811  0.520
H: -0.4469 0.3424 0.5755  0.259
H: -2.0727 -0.0433 1.0096  0.221
H: -0.0680 0.2815 -2.0731  0.315
H: -0.2726 -1.4310 -2.4713  0.369
H: 0.5911 -0.9812 -1.0072  0.229
H: -1.5749 -3.2081 -0.0723  0.319
H: -3.1529 -3.9420 0.2390  0.360
H: -2.8343 -2.3310 0.8186  0.277
H: -1.8973 -3.5924 -2.5587  0.347
H: -3.4796 -3.1875 -3.2476  0.357
H: -3.3657 -4.4634 -2.0418  0.358
C: 5.1341 -0.0710 3.2792  -0.920
N: 3.9002 -0.4929 2.6490  0.253
C: 2.7957 -0.3205 3.5947  -1.089
P: 3.6413 -1.7395 1.5299  0.841
O: 2.8082 -0.8149 0.6086  -0.848
N: 4.8890 -1.8745 0.3615  0.195
C: 5.6455 -0.6983 -0.0586  -1.038
C: 4.4452 -2.5909 -0.8433  -1.163
N: 4.5990 -2.8023 2.5889  -0.037
C: 6.0336 -3.0554 2.4582  -0.898
C: 3.9112 -4.0862 2.7600  -1.107
H: 5.4362 -0.7352 4.0934  0.345
H: 5.0267 0.9363 3.7033  0.360
H: 5.9601 0.0146 2.5775  0.156
H: 2.8592 -1.0490 4.4099  0.329
H: 1.8295 -0.4582 3.0972  0.258
H: 2.7830 0.6883 4.0216  0.352
H: 5.0035 0.1671 -0.2570  0.290
H: 6.2330 -0.8961 -0.9626  0.386
H: 6.3850 -0.4259 0.6916  0.251
H: 3.8342 -1.9568 -1.4940  0.345
H: 3.8463 -3.4666 -0.5701  0.362
H: 5.3014 -2.9599 -1.4173  0.357
H: 6.2722 -3.6832 1.5926  0.307
H: 6.4066 -3.5697 3.3518  0.362
H: 6.6160 -2.1345 2.3878  0.275
H: 3.9548 -4.6835 1.8436  0.348
H: 2.8580 -3.9175 3.0066  0.358
H: 4.3416 -4.6654 3.5850  0.362

(3)
6 unconnected molecules or ions with the total composition C18H42N6O6 at a distorted geometry, computed with ωB97M-V/def2-TZVPD.

lowest unoccupied orbital energy: 0.287 eV
SMILES: CN(C)C=O.CN(C)C=O.CN(C)C=O.CN(C)C=O.CN(C)C=O.CN(C)C=O
energy relative to the best compared isomer or geometry (same formula, charge and spin): 373.45 kJ/mol
largest force on an atom: 3.8 eV/A
electronic energy: -40571.8036 eV
charge: 0

Last column: Mulliken charge in e.
Positions of all 72 atoms, in Å:
C: -3.5272 -19.3718 -11.0995  -0.886
N: -2.6846 -18.4557 -10.4123  0.131
C: -2.3636 -17.2463 -11.1378  -1.004
C: -2.5879 -18.4439 -9.1127  0.512
O: -2.0607 -17.5647 -8.4658  -0.637
H: -4.0034 -20.1008 -10.4799  0.355
H: -2.8983 -19.8715 -11.8322  0.361
H: -4.3388 -18.8286 -11.6366  0.117
H: -1.7210 -16.6526 -10.5249  0.376
H: -1.8213 -17.4081 -12.0645  0.318
H: -3.3057 -16.6874 -11.2739  0.280
H: -3.0312 -19.2850 -8.5795  0.048
C: -6.2048 -10.7311 -8.1925  -0.936
N: -5.9516 -11.3620 -9.4887  0.105
C: -7.0763 -11.8857 -10.2822  -1.003
C: -4.6697 -11.4104 -9.9510  0.159
O: -4.2891 -11.8349 -11.0286  -0.596
H: -5.2657 -10.6206 -7.6055  0.283
H: -6.9174 -11.2929 -7.6073  0.340
H: -6.6574 -9.7331 -8.3290  0.332
H: -7.5285 -11.0727 -10.8213  0.361
H: -6.5798 -12.6338 -10.9099  0.295
H: -7.8517 -12.2609 -9.6392  0.335
H: -3.9481 -11.0733 -9.2066  0.319
C: -9.0145 -17.6610 -11.3970  -0.910
N: -8.0880 -17.8479 -10.2648  0.163
C: -8.5448 -17.8773 -8.8826  -0.779
C: -6.7909 -18.1120 -10.5922  0.082
O: -5.9335 -18.4254 -9.7819  -0.439
H: -8.4156 -17.4950 -12.2878  0.289
H: -9.6657 -16.7988 -11.2194  0.317
H: -9.6622 -18.5290 -11.4642  0.332
H: -8.9828 -18.7957 -8.5029  0.290
H: -7.7272 -17.6250 -8.2306  0.137
H: -9.3690 -17.1734 -8.7624  0.348
H: -6.6374 -17.8634 -11.6433  0.215
C: -5.9666 -12.2052 -2.3679  -0.815
N: -5.5511 -13.5363 -2.8050  0.186
C: -4.2120 -13.7524 -3.1937  -0.868
C: -6.5021 -14.5104 -2.8190  0.076
O: -6.3079 -15.6574 -3.0845  -0.580
H: -5.8138 -11.5490 -3.3170  0.288
H: -5.3666 -11.7952 -1.5356  0.274
H: -7.0389 -12.2989 -2.1795  0.240
H: -3.9944 -14.8155 -3.0532  0.325
H: -4.0970 -13.4436 -4.2316  0.223
H: -3.5127 -13.1366 -2.6336  0.355
H: -7.4620 -14.1359 -2.4918  0.317
C: -5.4100 -19.8106 -6.6543  -0.791
N: -4.9975 -21.2232 -6.7805  0.145
C: -3.5838 -21.4838 -6.6496  -0.969
C: -5.7963 -22.1277 -7.4105  0.117
O: -5.4159 -23.2119 -7.7693  -0.586
H: -6.5026 -19.7104 -6.7678  0.197
H: -5.0219 -19.1433 -7.4412  0.188
H: -5.0029 -19.4239 -5.6589  0.354
H: -3.3646 -22.4386 -6.2305  0.347
H: -3.0918 -21.5819 -7.6195  0.268
H: -3.0979 -20.6459 -6.0997  0.339
H: -6.8538 -21.7914 -7.6111  0.302
C: -4.7662 -16.0147 -6.0586  0.054
N: -4.9614 -15.1800 -7.2245  0.217
C: -4.4905 -15.7144 -8.4990  -0.322
C: -5.5422 -13.9586 -7.2421  0.661
O: -6.0303 -13.3233 -6.2770  -0.645
H: -4.9196 -16.9739 -6.3915  -0.280
H: -5.5045 -15.6639 -5.2943  0.041
H: -3.7102 -15.8402 -5.7225  0.247
H: -4.8602 -16.7491 -8.7381  -0.354
H: -4.6892 -15.0185 -9.2722  0.352
H: -3.4214 -15.7043 -8.4956  0.352
H: -5.5932 -13.5098 -8.2739  -0.272

(4)
2 unconnected molecules or ions with the total composition C4H16Si3 at a distorted geometry, computed with ωB97M-V/def2-TZVPD.

lowest unoccupied orbital energy (alpha / beta): 0.738 / -2.166 eV
energy relative to the best compared isomer or geometry (same formula, charge and spin): 333.55 kJ/mol
expectation value of S²: 2.00
largest force on an atom: 5.1 eV/A
electronic energy: -28032.3810 eV
charge: 0
2S+1: 3

Last column: natural (NBO) charge in e.
Positions of all 23 atoms, in Å:
C: -1.2740 2.0492 -0.9496  -0.602
C: -1.6813 -2.1048 -0.2481  -0.608
C: -0.9240 1.8149 0.5198  -0.860
C: -1.4395 -1.3166 1.0265  -0.860
Si: 3.7632 0.1641 0.0100  0.447
Si: 1.6118 -0.5805 -0.8418  0.209
Si: -0.1509 0.0765 0.7276  0.847
H: -2.2288 1.3494 -1.0249  0.198
H: -1.6636 3.1105 -1.0116  0.199
H: -0.6281 1.9461 -1.7544  0.212
H: -0.7380 -2.3229 -0.8180  0.209
H: -2.0049 -3.2266 -0.0695  0.194
H: -2.4654 -1.6652 -0.8310  0.209
H: -1.9659 1.8456 1.0512  0.238
H: -0.2453 2.5931 0.8587  0.223
H: -1.1001 -1.9785 1.7379  0.220
H: -2.5055 -0.9888 1.3963  0.229
H: 4.3051 -1.0667 0.4626  -0.144
H: 4.7499 0.9404 -0.8507  -0.113
H: 3.3205 0.9530 1.1299  -0.142
H: 1.1257 -0.0112 -2.0229  -0.148
H: 1.3096 -1.8816 -1.1492  -0.146
H: 0.8293 0.3007 2.6514  -0.011

(5)
A single C3H2OS molecule at a distorted geometry, computed with ωB97M-V/def2-TZVPD.

lowest unoccupied orbital energy: 0.089 eV
energy relative to the best compared isomer or geometry (same formula, charge and spin): 268.48 kJ/mol
largest force on an atom: 3.6 eV/A
electronic energy: -16021.5347 eV
charge: 0

Last column: natural (NBO) charge in e.
Positions of all 7 atoms, in Å:
C: 1.0465 -0.7353 -0.0628  -0.111
C: 1.0149 0.6058 -0.0692  -0.150
C: -0.3119 -0.0017 0.0012  -0.310
O: -2.8516 0.7933 -0.0313  -0.945
S: -1.9715 -0.4089 -0.0560  1.012
H: 1.4454 -1.7232 0.1873  0.259
H: 1.6282 1.4700 0.0309  0.244